# 1
19
Properties=species:S:1:pos:R:3 method="wB97M-V/def2-TZVPD" total_energy_ev=-9369.925 de_lowest_kcal_mol=29.3 homo_energy_ha=-0.3359 smiles="[H]/N=C/NCCC.O" lumo_ha=0.0398
H 3.142 -0.593 -0.773
N 2.241 -1.005 -0.559
C 1.251 -0.476 -1.148
N -0.017 -0.991 -1.002
C -1.176 -0.101 -0.962
C -1.419 0.606 0.373
C -0.871 2.070 0.424
H 1.303 0.317 -1.894
H -0.060 -1.833 -0.446
H -2.054 -0.668 -1.274
H -0.975 0.599 -1.764
H -2.486 0.521 0.578
H -0.919 0.053 1.165
H -1.669 2.763 0.678
H -0.087 2.146 1.170
H -0.549 2.315 -0.586
O 1.351 -1.664 2.303
H 1.809 -2.504 2.359
H 1.184 -1.556 1.357


# 2
19
Properties=species:S:1:pos:R:3 method="wB97M-V/def2-TZVPD" total_energy_ev=-9369.794 de_lowest_kcal_mol=32.3 homo_energy_ha=-0.3441 smiles=CC[C@@H](O)C(N)N lumo_ha=0.0337
C 2.136 -0.042 0.064
C 1.132 0.169 1.187
C -0.338 -0.195 0.903
O -1.157 0.908 1.356
C -0.740 -0.523 -0.567
N -2.105 -0.981 -0.638
N -0.815 0.668 -1.387
H 2.095 -1.059 -0.335
H 3.152 0.124 0.440
H 1.981 0.669 -0.752
H 1.212 1.203 1.544
H 1.461 -0.454 2.030
H -0.605 -1.046 1.542
H -1.444 1.357 0.534
H -0.076 -1.275 -1.001
H -2.523 -0.539 -1.455
H -2.616 -0.583 0.151
H 0.024 1.229 -1.253
H -0.773 0.370 -2.363


# 3
19
Properties=species:S:1:pos:R:3 method="wB97M-V/def2-TZVPD" total_energy_ev=-9369.294 de_lowest_kcal_mol=43.8 homo_energy_ha=-0.2772 lumo_ha=0.0306
C 1.854 0.474 0.580
C 1.186 -0.176 -0.591
N 0.837 0.678 -1.633
C 0.880 -1.487 -0.615
O 1.355 -2.353 0.365
H 2.739 1.014 0.246
H 1.182 1.180 1.069
H 2.145 -0.279 1.306
H 0.456 1.558 -1.314
H 0.232 0.258 -2.324
H 0.483 -1.948 -1.513
H 1.430 -3.239 -0.001
C -2.184 1.009 1.044
N -1.906 0.251 -0.164
H -2.680 0.438 1.842
H -1.245 1.396 1.440
H -2.822 1.860 0.798
H -2.769 -0.140 -0.531
H -1.173 -0.495 -0.005


# 4
19
Properties=species:S:1:pos:R:3 method="wB97M-V/def2-TZVPD" total_energy_ev=-9368.239 de_lowest_kcal_mol=68.1 homo_energy_ha=-0.3511 smiles=CN[C@H](CN)CO lumo_ha=0.0270
C 1.721 0.814 -1.296
N 0.681 1.319 -0.286
C 0.251 0.183 0.580
C -0.108 -1.140 -0.143
N -1.139 -0.947 -1.247
C -0.933 0.814 1.472
O -1.375 -0.127 2.570
H 2.262 0.008 -0.786
H 1.356 0.296 -2.128
H 2.339 1.755 -1.600
H -0.072 1.346 -0.946
H 1.152 0.197 1.204
H 0.742 -1.576 -0.671
H -0.200 -1.969 0.661
H -2.065 -1.015 -0.960
H -1.010 -1.696 -1.880
H -0.569 1.696 2.120
H -1.887 1.089 0.991
H -1.145 -1.047 2.348


# 5
19
Properties=species:S:1:pos:R:3 method="wB97M-V/def2-TZVPD" total_energy_ev=-9369.139 de_lowest_kcal_mol=47.4 homo_energy_ha=-0.3255 smiles=NCC[C@H](N)CO lumo_ha=0.0372
N 0.814 0.080 -2.356
C 0.817 1.140 -1.337
C 0.819 0.558 0.092
C -0.541 -0.053 0.428
N -1.244 0.898 1.267
C -0.345 -1.408 1.186
O -1.633 -2.055 1.518
H 1.837 -0.028 -2.603
H 0.363 0.408 -3.253
H 0.097 1.998 -1.436
H 1.846 1.647 -1.329
H 0.865 1.433 0.767
H 1.692 -0.071 0.216
H -1.024 -0.250 -0.528
H -1.702 0.438 2.082
H -1.907 1.421 0.691
H 0.280 -1.230 2.061
H 0.223 -2.163 0.512
H -1.258 -2.764 2.022


# 6
19
Properties=species:S:1:pos:R:3 method="wB97M-V/def2-TZVPD" total_energy_ev=-9369.947 de_lowest_kcal_mol=28.8 homo_energy_ha=-0.3280 smiles=C[C@H](O)CNCN lumo_ha=0.0346
C -1.796 0.036 -2.175
C -0.987 0.623 -1.032
O -0.083 1.591 -1.506
C -0.253 -0.485 -0.266
N 0.382 0.065 0.923
C 1.259 -0.836 1.672
N 2.403 -0.172 2.287
H -1.127 -0.354 -2.943
H -2.396 -0.789 -1.796
H -2.466 0.782 -2.603
H -1.699 1.009 -0.318
H 0.227 2.087 -0.743
H 0.548 -0.815 -0.931
H -0.984 -1.253 0.006
H -0.259 0.555 1.531
H 1.594 -1.596 0.960
H 0.688 -1.319 2.479
H 2.887 0.319 1.544
H 2.063 0.552 2.910